No. 1
Molecular formula: C24H60F6MnN4O8P
Method: DFT, ωB97M-V with the def2-TZVPD basis set

Computed properties:
HOMO energy (alpha / beta), hartree: -0.3942 / -0.3944
ΔE to the lowest compared entry with this formula, charge and spin, eV: 2.430
Calculated total energy, eV: -105108.817
2S+1: 6
Total charge: +1

Each line ends with the Mulliken charge.
CARTESIAN COORDINATES (ANGSTROEM)
H -4.18748 -0.39648 -4.18661  0.480
H -0.61115 -0.37706 3.46292  -0.209
F 1.23123 2.13047 1.02525  -0.441
C -1.62517 -0.15759 3.79715  0.277
H 4.51662 1.28660 -3.96619  0.624
C -4.39475 -0.73045 -1.65966  -1.052
O 0.27125 -0.67440 -2.40896  1.388
F 1.30244 0.38947 2.63940  -0.517
O -3.10938 -3.53259 1.63509  0.162
C 4.90035 2.58595 -0.03192  -1.321
H -2.75466 0.48876 5.53100  0.362
H 1.82770 0.47836 -0.38898  -1.728
H -0.36419 -1.63787 -4.25355  0.391
H -4.74815 0.27818 -1.87384  0.558
O -1.21037 -0.69808 6.16379  -0.371
O -1.55792 1.37515 -1.54256  -0.343
H -2.50581 -2.56894 4.84404  0.529
C -1.70555 0.28212 5.31945  -0.780
H 5.23670 0.51633 -1.83772  0.352
H -0.56910 3.18276 -2.13139  0.501
H 0.46635 1.81176 -1.91523  0.016
C 3.94217 1.61103 -0.58771  0.715
H 1.27140 4.79850 -3.77551  0.345
H -3.04446 -4.49594 3.32269  0.492
C -3.23994 -0.37475 -3.64828  -1.140
Mn -1.41937 -0.67962 -1.23541  1.432
H 2.24484 -1.03808 0.09384  0.683
P 1.31794 2.06748 2.62302  1.433
H -0.85496 -2.21661 1.30414  -0.697
H -3.22786 -4.63923 0.11534  -0.015
H -5.02158 -0.43431 0.30182  0.568
O -3.15271 -0.82996 -2.33700  0.098
H 0.64676 0.07994 6.16051  0.328
H -4.86988 -4.60937 0.93428  0.263
C 4.21303 1.73899 -3.02212  -1.105
H 2.82393 2.78278 -4.48125  0.849
H 4.93929 3.48309 -0.64976  0.391
O 2.42176 3.49068 -2.57340  -0.275
C -4.21098 -0.95879 -0.20410  -0.554
H -1.87550 -4.64744 -2.04343  0.217
H 1.85528 -2.01030 -2.00500  0.315
N -2.74613 -1.08992 3.32536  -0.036
H 0.64603 -1.06665 5.01948  0.140
C -0.14629 -3.16351 -0.53452  -1.356
N 4.30937 0.91634 -1.84973  -0.028
H 0.96554 -2.52174 1.25827  0.744
C -2.42546 -2.46197 3.76228  -0.652
H -1.15228 1.19249 5.55017  0.424
H -0.32493 -4.06734 0.04795  0.639
C -2.92954 0.99528 0.44769  -0.835
H -0.37468 -3.89033 -2.91691  0.404
H 0.80639 -3.33873 -1.03433  0.384
H 2.97017 1.99310 -0.89970  -0.616
C 0.05998 -2.25580 0.71299  0.534
H -2.38521 -0.80105 -4.17344  0.204
H -0.67259 1.94565 -3.31040  0.294
C -3.78745 -4.66379 1.05041  -0.708
N -2.83293 -0.51511 0.26464  0.994
O 6.27517 2.06915 -0.16619  -0.359
C 0.30188 -0.84469 -3.91394  -1.501
N 0.11636 -0.84129 0.31133  1.995
H -3.43073 -5.58448 1.51213  0.401
C 2.20104 4.77606 -3.20686  -0.989
F 2.93648 1.85757 2.55411  -0.413
C -1.35844 -3.78301 -2.45996  -1.135
C 1.41681 -0.53115 -0.40162  1.033
H 2.99258 4.84640 -3.95292  0.400
H 4.89601 2.58745 -2.98021  0.370
C 7.24186 3.09067 0.06094  -0.772
C -1.78660 1.78542 -0.19971  -0.278
H 0.46026 -1.54382 6.86621  0.289
H -0.33256 -0.08506 -4.37060  0.366
H -2.10813 -3.44610 -3.17589  0.229
H 0.24831 -0.42744 1.22316  -1.521
H 1.97685 1.65967 -3.43148  -0.573
H 2.32696 5.71309 -2.66444  0.280
H -4.39403 -3.37166 3.17816  0.394
H -4.34592 -2.02547 -0.02500  -0.045
H -3.61396 -0.73916 3.70476  0.333
F 1.60241 3.67103 2.67614  -0.414
H -3.26034 1.33613 1.42876  0.579
H -3.70450 1.32924 -0.24225  0.306
H 3.80716 0.97220 0.28508  0.350
O -1.17574 -2.79578 -1.41324  0.039
H -1.38394 -2.63805 3.49332  0.261
F 1.52157 2.01281 4.23940  -0.368
H 2.32161 -0.37143 -2.37806  0.437
F -0.24793 2.19008 2.78958  -0.372
H -1.86194 0.72826 3.20782  -0.139
H -0.86287 1.46046 0.27905  -0.551
H 6.98823 3.36269 1.08552  0.333
H 4.68379 2.87333 0.99697  0.625
H 1.30365 -0.87702 -4.34235  0.458
C 2.77210 2.40454 -3.46029  -0.005
H -3.09768 0.70196 -3.74072  0.271
H -2.77476 -0.94538 1.17655  -0.905
C 1.56233 -0.96870 -1.87323  -1.655
C -3.31803 -3.47910 3.04108  -1.014
H 7.19525 4.01524 -0.51447  0.292
C -0.53371 2.09878 -2.24019  -0.978
H 8.21098 2.60052 -0.03213  0.253
H -5.28188 -1.15037 -2.13377  0.615
C 0.22044 -0.91203 6.01098  -0.618
H -1.85471 2.86090 -0.03592  0.939

Cartesian forces, eV/Å:
-0.2 -1.4 0.3
-0.3 -0.8 0.1
-0.5 -0.4 -0.3
-2.1 1.8 0.1
0.1 -1.0 0.3
-0.8 2.5 -0.7
1.0 -0.6 -4.3
-1.3 0.2 -0.7
-0.6 0.4 -0.1
2.5 1.7 -1.3
-0.1 -0.3 0.3
-1.4 0.3 0.5
0.8 -1.2 0.6
0.5 0.9 0.5
0.4 -1.6 -0.1
-1.0 1.2 -1.1
-0.1 -0.2 0.1
0.4 -0.4 -1.6
0.1 0.1 0.3
-0.5 0.0 0.5
-0.2 -0.2 0.0
-0.4 -1.3 -0.6
-0.3 0.0 0.2
-0.1 0.0 1.0
1.0 1.5 -1.7
0.7 -0.5 0.2
0.0 -0.3 0.5
4.2 0.9 2.7
0.2 -1.0 0.4
-0.9 -0.5 -0.7
0.1 0.0 0.3
-1.8 -1.3 -0.6
0.4 0.2 0.6
0.0 0.2 0.2
-1.4 2.2 -1.6
0.3 -0.1 -0.1
-0.4 0.4 0.1
-0.4 0.6 0.3
0.4 -0.9 0.3
0.9 -0.5 0.2
-0.4 -0.1 -0.1
2.6 0.0 0.3
-0.6 -1.3 -0.1
1.3 -1.0 2.7
-0.5 -0.7 0.3
-0.2 -0.4 0.1
-1.3 0.0 -0.8
0.1 0.4 -0.7
-0.7 -0.8 -0.8
-0.6 0.3 -2.2
-0.3 -0.7 -0.2
-0.1 0.2 -0.3
0.1 0.8 1.0
-1.2 1.1 -2.1
-0.6 -0.3 -0.4
0.0 -0.4 0.1
2.4 0.8 -0.6
-3.0 1.5 0.2
-1.3 0.0 -0.8
-1.7 0.5 0.9
2.5 0.4 -0.9
-0.5 -0.1 0.4
1.0 -1.1 -1.6
0.2 0.1 -1.0
-0.5 0.7 0.4
1.8 -0.8 -0.2
0.1 0.2 -0.4
0.0 0.5 0.2
-0.7 -0.8 1.4
2.1 -0.9 2.4
0.4 -0.3 -0.7
0.8 1.1 0.3
0.3 0.7 -0.1
-0.2 1.2 0.2
-0.1 -0.2 0.1
-0.2 -0.7 1.1
-0.1 0.4 0.6
0.4 0.0 0.4
-0.1 -0.2 0.3
-1.1 -0.5 -0.3
0.6 -0.2 0.1
-0.8 -0.3 0.2
-0.3 -1.0 -0.6
-0.5 -0.6 0.0
0.0 -0.1 0.0
-1.0 -0.1 -0.1
0.1 0.2 0.3
-0.4 0.0 -0.4
0.2 0.4 0.3
0.2 0.6 0.6
1.0 0.5 0.4
-0.1 -0.2 0.1
-0.2 0.0 0.4
1.5 0.1 1.6
0.5 0.5 0.7
0.5 -0.2 0.9
-0.6 0.4 1.1
0.4 -0.9 -0.1
-0.3 -0.2 -0.7
0.4 0.6 -0.2
0.0 0.3 0.1
0.5 -1.7 0.0
-0.9 2.1 1.1
-0.4 0.0 -0.4


No. 2
Molecular formula: C5H36NO14
Method: DFT, ωB97M-V with the def2-TZVPD basis set

Computed properties:
HOMO energy, hartree: -0.2190
ΔE to the lowest compared entry with this formula, charge and spin, eV: 2.924
Calculated total energy, eV: -35925.708
Total charge: -1

Each line ends with the Mulliken charge.
CARTESIAN COORDINATES (ANGSTROEM)
O 1.15568 -3.93266 0.19702  -0.721
O 2.86283 -1.85203 -0.34566  -0.719
H 0.17982 1.06793 -2.55457  0.137
H 1.43195 3.48040 2.72826  0.377
H -1.33998 1.83324 0.61070  -0.060
H -0.26585 -1.09889 -2.55892  0.479
O -1.07781 -0.90952 -3.09586  -0.683
H 0.61402 -3.12370 -1.89178  0.436
O -0.55632 0.04292 4.19113  -0.695
H 3.37159 0.99570 -1.53493  0.402
H 0.24581 -0.69170 1.27874  0.127
H -0.69677 0.29034 3.27177  0.293
H 1.41665 -1.92679 -1.52112  0.140
O 0.39951 1.98070 -2.36334  -0.591
H -4.32572 1.20881 1.48762  0.292
H 1.43001 0.85263 0.57408  0.361
H -1.64219 0.81416 -3.55029  0.364
H -2.09335 -1.54131 -2.04527  0.535
H 2.31925 0.59123 -2.84420  0.507
H 3.57248 1.40043 0.56021  0.326
O -3.20754 -0.79350 2.26751  -0.828
O 0.99156 -1.26996 1.65746  -0.718
H 3.49493 2.85476 0.68999  0.357
C -0.81237 0.99736 0.08338  -0.371
H -2.80669 -1.67587 2.20339  0.371
H 2.12409 -0.28019 -1.39545  0.275
H -3.10114 1.82059 0.94283  0.198
H 0.26745 -3.84401 0.55857  0.447
O -2.55952 -2.00323 -1.28883  -0.763
O -1.09828 -0.22188 0.62960  0.359
H -1.28015 -1.54395 -3.78235  0.255
O 0.96773 -2.31450 -2.29532  -0.750
H -1.10281 -0.73016 4.38604  0.342
O 4.15735 2.16679 0.50135  -0.692
C 0.85675 2.66375 2.22964  -1.138
H -2.49988 -0.36818 1.69290  0.256
O -1.58983 -3.06123 1.11076  -0.689
H 0.62134 -1.57108 2.49588  0.274
O -2.43989 1.32680 -3.78424  -0.683
H -1.14371 0.94237 -0.96769  0.083
O -4.06810 1.90346 0.86358  -0.743
H 2.35829 -1.41620 0.36168  0.356
H -2.10424 -3.56582 0.48336  0.292
H 1.59199 -3.08928 0.03914  0.431
H -0.03800 3.39801 0.59499  0.351
C 0.68893 1.53525 0.09842  0.233
N 0.80108 2.85789 0.79652  -0.406
H -1.52859 -2.11880 0.87062  0.443
H -0.06027 2.51361 2.81418  0.327
H -2.56118 -1.24047 -0.67730  0.242
H 1.95777 2.78359 -1.25446  0.444
H 1.52625 1.89320 2.59405  0.369
H 3.45779 -2.53806 -0.01884  0.233
H -2.54396 1.88721 -3.00935  0.349
C 1.36241 1.88156 -1.31061  -0.377
C 2.31884 0.73828 -1.77499  -1.436

Cartesian forces, eV/Å:
0.3 -1.3 -0.5
0.4 0.0 -0.4
-0.2 -0.1 -0.3
-0.9 0.3 -0.4
0.0 -0.2 -0.4
-0.4 -1.2 -1.1
0.2 1.6 0.3
-0.1 0.0 -0.1
0.3 -0.1 0.5
-0.6 -0.3 0.1
-0.2 -0.6 0.0
-0.3 -0.3 -0.1
0.3 -0.3 -0.6
-0.1 1.0 0.3
-0.3 0.0 -0.2
-0.9 0.3 0.1
-0.7 0.0 -0.3
-0.7 -0.8 0.8
-0.2 0.4 -0.6
0.4 -0.3 -0.1
1.2 0.1 -0.6
0.2 0.5 0.0
0.4 0.1 -0.1
0.5 0.2 -0.7
-0.7 -0.3 0.4
-0.1 1.1 0.1
-0.4 0.3 -0.4
0.0 0.8 0.2
0.1 1.0 -0.4
0.4 -0.2 1.1
0.7 -0.3 -0.1
0.0 0.0 0.5
-0.1 0.4 -0.4
-0.8 0.3 0.3
1.1 1.1 2.0
-0.6 0.1 0.3
0.6 -0.3 1.4
0.3 -0.1 -0.1
0.4 0.1 0.2
0.0 0.7 0.1
0.6 -0.3 0.5
0.3 -0.4 0.9
-0.3 0.7 -0.6
-0.6 0.0 0.5
0.2 0.0 -0.2
1.0 1.5 -1.0
0.0 -1.3 0.8
0.1 -0.4 -0.9
-0.2 0.1 -0.4
-0.1 -0.5 0.1
-0.4 0.3 0.1
0.0 -1.0 -0.8
-0.3 0.3 0.4
-0.2 0.1 0.0
-0.4 -3.0 -0.8
0.9 0.0 0.7


No. 3
Molecular formula: C26H23F6N3O3RhS
Method: DFT, ωB97M-V with the def2-TZVPD basis set

Computed properties:
HOMO energy (alpha / beta), hartree: -0.1534 / -0.1520
ΔE to the lowest compared entry with this formula, charge and spin, eV: 0.367
Calculated total energy, eV: -68099.033
Total charge: -1

Each line ends with the Mulliken charge.
CARTESIAN COORDINATES (ANGSTROEM)
H 4.86424 -0.16089 4.13182  0.364
C 2.73115 1.00211 1.12918  -0.865
F 1.57343 -3.58585 0.55009  -0.245
C 4.67547 1.77708 -0.04757  -0.991
H 0.07568 4.65903 2.79899  0.370
N 1.94154 1.37508 0.07786  1.496
F 1.28199 -4.36866 -1.44680  -0.308
O 1.07567 -1.00623 -0.26089  -0.214
H 4.27003 2.60554 -1.96637  0.478
H 1.11614 3.24158 -1.97269  0.232
H -2.14454 3.53381 2.89902  0.234
O -0.34865 2.73596 0.25081  -0.647
C 1.57737 2.26670 -2.14223  -1.574
C 2.08897 0.43857 2.26554  0.842
H -4.75674 1.60404 1.65758  0.289
N -2.23315 0.92341 0.82583  0.387
C -0.75226 3.33082 1.31721  1.139
H 5.97943 0.86007 2.17514  0.369
F -0.34848 -3.37299 -0.42312  -0.142
C -3.16485 -2.77585 -1.89860  -0.073
H -0.42676 5.46012 1.30213  0.357
H 2.40137 -0.41545 4.18217  0.445
H 1.18214 -0.97927 -3.12924  0.374
C 1.36404 -1.94065 -1.20360  1.455
C -2.76271 -0.72469 -0.52411  0.571
H -0.33321 -1.54127 -2.43538  0.222
C -3.94915 1.62034 2.38882  -1.415
C -5.80609 -2.92893 -1.07314  -0.650
C 2.87569 0.03348 3.31716  -0.539
H -5.93313 -4.69660 -2.29298  0.363
H 5.74812 1.93152 -0.10138  0.373
C 2.46865 1.90919 -0.99012  0.552
H -3.97990 0.65773 2.90127  0.307
C -5.29942 -3.89018 -1.94175  -0.337
C 3.86659 2.15052 -1.07034  -0.856
S 0.34525 0.32010 2.33074  -0.425
H 0.77080 1.54335 -2.24850  0.150
C 4.12311 1.17072 1.10614  1.241
F 3.35311 -2.86295 -2.24454  -0.329
C 0.03320 4.55805 1.71464  -1.515
C -4.99358 -1.90152 -0.61724  -0.413
H -2.13097 -2.71236 -2.20205  0.312
C -1.83849 2.93602 2.05108  -1.455
H 0.79926 -2.70777 -3.17793  0.435
H -3.56829 -4.55889 -3.02182  0.381
C 0.97992 -3.33042 -0.62573  0.493
H 2.14628 2.28851 -3.07217  0.481
H -5.37160 -1.15112 0.06518  0.437
Rh -0.20888 0.60489 0.14699  0.308
C 4.27969 0.18216 3.28632  -0.673
H 1.04480 4.47703 1.31675  0.308
N -3.17973 -0.05233 0.50126  -0.760
H -6.83862 -2.98338 -0.74761  0.371
C 0.70753 -1.79659 -2.58550  -2.032
C 2.89864 -1.88585 -1.42739  0.364
H -4.11508 2.42999 3.09940  0.381
C -3.97599 -3.81094 -2.35158  -0.760
F 3.23562 -0.71240 -2.01626  -0.218
O -1.64291 -0.53835 -1.13207  -0.955
C -2.61720 1.79703 1.71180  1.402
C -3.66478 -1.81689 -1.02619  0.354
F 3.60757 -1.95803 -0.29244  -0.255
C 4.90271 0.74274 2.20840  -0.993

Cartesian forces, eV/Å:
0.0 0.0 0.0
-0.4 0.1 -0.1
-0.1 0.0 -0.1
0.1 0.0 0.1
0.0 0.0 0.0
0.1 -0.5 -0.3
0.0 0.0 0.1
-0.1 -0.5 0.1
0.0 0.0 0.0
0.0 0.0 0.0
0.0 -0.1 0.0
-0.1 -0.5 0.0
0.1 0.0 0.0
-0.2 0.0 0.1
0.0 0.0 0.0
0.0 -0.9 0.2
0.0 -0.1 -0.2
0.0 0.0 0.0
0.2 -0.1 0.0
-0.1 -0.1 0.0
0.0 0.0 0.0
0.0 0.0 0.0
0.0 0.0 0.0
-0.1 0.0 0.2
0.5 -0.2 -0.7
-0.1 0.0 0.0
-0.1 0.1 0.0
0.0 0.0 0.0
0.2 0.0 0.1
0.0 0.0 0.0
0.0 0.0 0.0
0.1 0.2 0.0
0.0 0.0 0.0
0.0 0.0 0.0
-0.1 0.1 -0.1
0.4 0.2 0.0
0.0 -0.1 0.0
0.2 0.0 0.0
0.1 0.0 0.0
0.0 0.1 -0.1
0.0 0.0 0.0
0.0 0.0 0.0
0.0 0.0 0.2
0.0 0.0 0.0
0.0 0.0 0.0
-0.1 0.1 0.1
0.0 0.0 0.0
0.0 0.0 0.0
0.2 1.5 0.7
-0.2 0.0 0.0
0.0 0.0 0.0
0.2 0.3 0.3
0.0 0.0 0.0
0.0 0.1 0.0
0.0 0.1 0.2
0.0 0.0 0.0
0.0 0.1 0.0
0.0 -0.2 0.1
-0.6 0.0 -0.5
0.0 0.1 -0.1
0.1 0.1 0.1
0.0 0.0 -0.1
0.0 0.1 -0.1


No. 4
Molecular formula: Br3H3Si2
Method: DFT, ωB97M-V with the def2-TZVPD basis set

Computed properties:
HOMO energy, hartree: -0.3715
SMILES: Br[SiH2][SiH](Br)Br
ΔE to the lowest compared entry with this formula, charge and spin, eV: 0.374
Calculated total energy, eV: -225934.067
Total charge: 0

Each line ends with the Mulliken charge.
CARTESIAN COORDINATES (ANGSTROEM)
Br 2.62513 -0.79516 -0.60638  -0.217
Br -2.18453 1.65182 -0.35812  -0.292
Br -1.81438 -1.89509 0.17403  -0.196
H -1.10728 -0.12986 -2.06088  -0.083
Si 1.05805 0.26504 0.67551  0.353
H 1.02252 -0.68668 1.91686  -0.027
H 1.19077 1.72270 0.85940  -0.055
Si -0.79028 -0.13278 -0.60043  0.517

Cartesian forces, eV/Å:
-0.2 0.6 0.4
0.2 0.0 0.5
-0.1 -0.6 0.3
1.1 -0.4 0.2
0.7 -1.6 0.4
-0.1 1.2 -0.9
0.3 -0.2 0.1
-1.9 1.0 -1.0


Among the records above, which one has the lowest calculated total energy? Br3H3Si2


Look up the calculated total energy of the second one. -35925.708 eV


The lowest calculated total energy belongs to which entry? Br3H3Si2


The highest ΔE to the lowest compared entry with this formula, charge and spin belongs to which entry? C5H36NO14